Entry 1:
Here is one molecule with the formula C4H10N2 from the OMol25 dataset. Energies are from the ωB97M-V functional and the def2-TZVPD basis.

As for the energy relative to the best compared isomer or geometry (same formula, charge and spin): 604.0 kJ/mol. For the total energy, the calculation gives -7284.3592 eV. Its spin multiplicity is 1. Its gap between HOMO and LUMO is 5.6988 eV. The value obtained for the molecular weight is 86.14 u.

Last column: Mulliken charge in e.
Element x y z (Å)
C1 0.17455 1.45680 -1.25318  -1.019
C2 0.09435 1.13260 0.24230  -0.718
C3 -0.57893 -0.20905 0.68673  0.396
C4 -0.03658 -1.56336 0.04531  -0.536
N1 0.62259 -1.42405 -1.19538  -0.613
N2 -0.33686 -0.25213 2.11788  -0.727
H1 0.42667 0.46156 -1.67391  0.373
H2 0.94360 2.20517 -1.49335  0.309
H3 -0.75911 1.79096 -1.74622  0.289
H4 -0.38886 1.89520 0.80835  0.389
H5 1.09583 0.93484 0.59135  0.286
H6 0.64467 -1.83933 0.87477  0.341
H7 1.65361 -1.43269 -0.97335  0.279
H8 -0.89007 -2.31607 0.02707  0.322
H9 -1.07086 -0.81885 2.57750  0.234
H10 -1.59459 -0.02159 0.36414  0.395


Entry 2:
Here is a 2-piece molecular cluster, C5H10NO overall from the OMol25 dataset. Energies are from the ωB97M-V functional and the def2-TZVPD basis.

As for the energy relative to the best compared isomer or geometry (same formula, charge and spin): 449.8 kJ/mol. For the total energy, the calculation gives -8873.9188 eV. The total charge is +1. Its spin multiplicity is 1. Its gap between HOMO and LUMO is 9.3354 eV. The value obtained for the molecular weight is 100.14 u.

Last column: Mulliken charge in e.
Element x y z (Å)
C1 0.27328 -0.64240 -2.60131  -0.654
C2 0.92864 0.94664 -0.90439  0.588
C3 -0.54869 -2.04813 2.11761  -0.662
C4 0.23230 2.38664 0.79895  -0.585
C5 -0.59744 -1.17331 1.06098  -0.142
N1 0.50049 0.44660 -1.87412  0.097
O1 1.28982 1.67890 0.00389  -0.286
H1 0.99768 -0.77395 -3.36853  0.313
H2 0.34673 -1.52560 -1.85080  0.312
H3 -0.75193 -0.73613 -3.01892  0.278
H4 0.36298 -1.95760 2.81082  0.214
H5 -1.38993 -2.60083 2.55387  0.289
H6 0.11765 3.46926 0.53909  0.308
H7 0.44741 2.17412 1.81964  0.327
H8 -0.73508 1.93704 0.62925  0.340
H9 0.13460 -0.48067 0.68830  -0.003
H10 -1.60852 -1.10060 0.59568  0.266


Entry 3:
Here is C39H34Cl2N6O4Ti as an isolated structure from the OMol25 dataset. Energies are from the ωB97M-V functional and the def2-TZVPD basis.

As for the energy relative to the best compared isomer or geometry (same formula, charge and spin): 15.0 kJ/mol. For the total energy, the calculation gives -106293.2791 eV. The total charge is -1. Its spin multiplicity is 2. Its gap between HOMO and LUMO (alpha / beta) is 6.3556 / 6.7295 eV. The value obtained for the molecular weight is 769.51 u. As for the expectation value of S²: 0.75.

Last column: Mulliken charge in e.
Element x y z (Å)
Ti1 -0.72711 -0.34579 -0.16377  -0.057
O1 2.97252 -3.39634 2.69490  -0.701
C1 2.14288 -2.92408 3.64110  0.397
C2 2.43708 -3.21654 4.97349  -0.729
C3 1.60387 -2.78153 5.98639  -0.293
C4 0.45819 -2.04741 5.69452  -1.070
C5 0.17469 -1.74288 4.37559  -0.356
C6 1.00587 -2.15629 3.33694  0.235
C7 0.67038 -1.76427 1.94346  0.649
O2 -0.23697 -0.88858 1.75182  -0.446
N1 1.35007 -2.33536 0.98760  -1.210
N2 0.90834 -1.86074 -0.24670  0.700
C8 1.45053 -2.41117 -1.26368  -0.385
C9 1.07688 -2.14944 -2.63646  0.613
C10 1.80575 -2.77569 -3.65036  -0.764
C11 1.48351 -2.61172 -4.98333  -0.857
C12 0.38897 -1.81314 -5.30955  -0.483
C13 -0.35017 -1.18428 -4.32976  -0.641
C14 -0.01811 -1.31854 -2.96889  0.201
O3 -0.70381 -0.66955 -2.06777  0.338
H1 2.56304 -3.15941 1.81668  0.578
H2 3.32543 -3.79915 5.18281  0.424
H3 1.84648 -3.02489 7.01420  0.359
H4 -0.20321 -1.72024 6.48623  0.408
H5 -0.70978 -1.17787 4.11142  0.437
H6 2.22195 -3.16315 -1.09678  0.221
H7 2.64644 -3.40231 -3.36982  0.381
H8 2.06292 -3.09948 -5.75640  0.380
H9 0.11206 -1.67866 -6.34974  0.403
H10 -1.19633 -0.55531 -4.57788  0.415
C15 4.06049 -0.46337 0.77077  -1.363
N3 3.05171 0.50373 0.40724  1.083
C16 3.23681 1.75814 1.11787  -1.201
C17 2.81660 0.68444 -0.97965  -1.039
C18 3.77536 0.35134 -1.93528  -0.054
C19 3.53746 0.53900 -3.29012  -1.015
C20 2.32988 1.07555 -3.70304  -0.867
C21 1.36375 1.39032 -2.75880  0.432
C22 1.56956 1.19554 -1.39427  -0.689
N4 0.52378 1.36906 -0.45834  2.116
C23 0.03630 2.63242 -0.25564  -0.003
C24 0.38512 3.78056 -0.99440  -1.014
C25 -0.24558 5.00126 -0.78611  -0.871
C26 -1.22640 5.14901 0.17869  -1.131
C27 -1.52815 4.04960 0.98240  -0.136
C28 -0.90997 2.82938 0.79204  -0.103
N5 -1.13818 1.70215 1.65396  1.771
C29 -2.41160 1.69707 2.35956  -1.503
C30 -0.04705 1.65696 2.64118  -1.599
H11 5.09147 -0.11953 0.57557  0.359
H12 3.89912 -1.39513 0.22866  0.300
H13 3.97796 -0.67966 1.83724  0.305
H14 4.20385 2.22647 0.86794  0.293
H15 3.21316 1.57676 2.19484  0.390
H16 2.44139 2.45676 0.86699  0.242
H17 4.72281 -0.06128 -1.61308  0.372
H18 4.29096 0.25711 -4.01589  0.385
H19 2.11397 1.20747 -4.75626  0.354
H20 0.38868 1.74002 -3.07757  0.464
H21 1.13524 3.70494 -1.76834  0.482
H22 0.04059 5.84472 -1.40506  0.404
H23 -1.72839 6.09656 0.32740  0.414
H24 -2.25730 4.14882 1.77745  0.377
H25 -3.23634 1.90064 1.67823  0.474
H26 -2.55568 0.70917 2.80215  0.099
H27 -2.44872 2.44066 3.16952  0.484
H28 0.01063 2.61376 3.17799  0.382
H29 0.89117 1.45913 2.13082  0.207
H30 -0.22615 0.85371 3.35012  0.385
Cl1 -3.95820 -3.99220 1.25144  -0.268
C31 -4.34491 -2.35513 0.82712  0.420
C32 -5.66767 -1.91784 0.97902  -0.577
C33 -6.04128 -0.65082 0.62911  0.680
Cl2 -7.70328 -0.15374 0.81781  -0.310
C34 -5.08928 0.25267 0.09748  0.099
C35 -5.37791 1.55242 -0.37248  -0.818
C36 -4.38600 2.30866 -0.93064  -1.288
C37 -3.07719 1.79277 -0.98434  -0.421
N6 -2.77129 0.61361 -0.50559  0.643
C38 -3.75424 -0.18781 -0.00399  -0.008
C39 -3.33144 -1.52623 0.34983  -0.064
O4 -2.11853 -1.87634 0.15077  -0.112
H31 -6.40214 -2.60872 1.37036  0.447
H32 -6.39134 1.92526 -0.30263  0.421
H33 -4.57483 3.29877 -1.32164  0.461
H34 -2.27137 2.37448 -1.41278  0.558


Entry 4:
Here is one molecule with the formula C18H24N4OS from the OMol25 dataset. Energies are from the ωB97M-V functional and the def2-TZVPD basis.

As for the energy relative to the best compared isomer or geometry (same formula, charge and spin): 76.9 kJ/mol. Its SMILES is CCn1c(Cc2ccccc2)nnc1SCC(=O)NC1CCCC1. For the total energy, the calculation gives -37899.6915 eV. Its spin multiplicity is 1. Its gap between HOMO and LUMO is 9.2073 eV. The value obtained for the molecular weight is 344.48 u.

Last column: Mulliken charge in e.
Element x y z (Å)
C1 -1.71922 -1.94167 -2.37078  -1.026
C2 -2.22020 -1.69913 -0.95019  -0.590
N1 -1.52578 -0.60137 -0.33121  0.444
C3 -1.85314 0.73028 -0.30062  0.671
C4 -3.09732 1.30134 -0.87568  -1.003
C5 -4.30282 0.82968 -0.09916  0.495
C6 -5.37676 0.22265 -0.73524  -0.209
C7 -6.46890 -0.21398 -0.00418  -0.619
C8 -6.49434 -0.05156 1.36970  -0.400
C9 -5.42611 0.55443 2.01076  -0.631
C10 -4.33689 0.99292 1.28070  -0.412
N2 -0.94120 1.39821 0.34267  -1.124
N3 0.01313 0.53811 0.74096  -0.186
C11 -0.33601 -0.65574 0.33362  0.340
S1 0.53146 -2.13808 0.58318  -0.214
C12 1.75198 -1.60637 1.82622  -0.937
C13 2.99924 -0.97261 1.19877  0.505
O1 4.03869 -1.59389 1.12009  -0.625
N4 2.79772 0.29058 0.80050  -0.039
C14 3.79888 1.12005 0.15458  0.028
C15 4.26491 0.54523 -1.19896  -0.789
C16 5.75510 0.86349 -1.26265  -0.685
C17 6.20005 0.63746 0.17824  -0.517
C18 5.08379 1.28378 0.99840  -1.026
H1 -0.66041 -2.18905 -2.35701  0.315
H2 -1.86260 -1.05652 -2.98677  0.281
H3 -2.26444 -2.76916 -2.81511  0.402
H4 -3.28887 -1.47098 -0.94657  0.168
H5 -2.04494 -2.58923 -0.33872  0.398
H6 -3.19037 1.02078 -1.92733  0.323
H7 -3.01221 2.38793 -0.80894  0.329
H8 -5.36459 0.09539 -1.80937  0.370
H9 -7.29973 -0.68294 -0.51044  0.381
H10 -7.34484 -0.39429 1.93969  0.381
H11 -5.44254 0.68654 3.08237  0.387
H12 -3.50228 1.46844 1.77536  0.434
H13 1.24551 -0.92048 2.50310  0.423
H14 2.04238 -2.52070 2.34302  0.456
H15 1.84807 0.65908 0.87082  0.332
H16 3.32143 2.09198 0.00862  0.557
H17 4.12900 -0.53593 -1.18567  0.302
H18 3.70144 0.95895 -2.03458  0.371
H19 5.90750 1.90722 -1.54577  0.274
H20 6.28412 0.22970 -1.97252  0.373
H21 7.17724 1.06637 0.39517  0.386
H22 6.22515 -0.43181 0.38574  0.225
H23 4.97162 0.81115 1.97197  0.332
H24 5.28814 2.34375 1.15320  0.349